Computed, not measured: a structure of composition C30H26BrN10O5S5Ta, with ωB97M-V/def2-TZVPD.

Geometry as XYZ:
```
78
C30H26BrN10O5S5Ta (ωB97M-V/def2-TZVPD)
C -0.06252 -2.10642 4.98615
C 0.06464 2.36689 -0.80661
N 0.19186 -2.88923 2.40403
S 2.94095 -1.28962 2.73319
H 0.09182 5.76684 -1.11005
N 0.36843 -2.75088 0.07924
C 1.14969 3.94856 0.64616
O -2.01258 0.40168 0.06063
C -4.96619 -1.51964 -0.70040
H -1.70255 0.43626 3.65424
N 1.06184 -4.64168 1.21637
C 0.36679 3.69223 -0.49580
H 7.14784 0.77056 -0.19143
H -2.80399 1.05190 -4.97493
C -4.92306 0.88633 -0.48713
H 0.38205 -3.44936 3.21760
H 1.39885 4.97068 0.90260
N 4.24785 0.71367 1.54039
H 0.03220 0.84553 3.84569
N -0.91925 0.73699 -2.23074
C -2.19630 1.37502 -4.14227
H -0.29545 -1.59911 5.91518
C -4.23751 -0.33509 -0.54000
O -1.25866 5.37983 -4.49970
C 6.33283 0.36491 0.38584
H 2.23651 3.03653 2.25975
C 1.23425 1.59811 1.03716
C 1.59994 2.89688 1.39805
S 4.25307 -2.41020 -1.99923
H -1.85241 -0.63006 -3.44716
C -0.81699 4.42498 -2.45248
C -6.34398 -1.49668 -0.76894
H -6.89738 -2.41813 -0.88188
N -0.42412 -0.80913 1.58011
H -2.32548 3.45192 -4.60144
C -1.14161 3.07561 -2.82871
C 2.58881 -1.89084 -1.95138
H -4.42736 -2.45542 -0.76106
O -1.48684 6.59989 -2.73405
C 5.26531 1.15843 0.83535
H 7.04168 -1.67643 0.47308
C -7.00951 -0.28056 -0.69673
N 5.24204 -1.39464 1.45954
C 6.28687 -0.94841 0.73496
C 0.55114 -3.40489 1.18865
O -2.18083 -1.49160 -0.93206
H -0.92177 0.27744 5.21914
Br -4.05923 2.56858 -0.38932
H -0.65819 -3.02124 4.96111
C -0.68087 2.05266 -1.98818
Ta -0.22067 -0.75697 -0.57892
C 3.96326 -3.82932 -3.05878
H -0.81040 0.07811 1.87393
C -0.76859 0.16830 4.15156
S 2.24315 -3.99309 -3.52976
C -2.78655 -0.46219 -0.45109
C -1.93476 2.70164 -3.93284
S -0.00395 -2.15219 -2.68115
H 5.25100 2.21786 0.60010
N -1.23355 5.56437 -3.30139
N 0.46729 1.34088 -0.01522
H 1.34330 -5.08842 0.35950
H 1.00597 -2.33719 4.99446
N -0.40545 -1.22042 3.87177
H 5.19030 -2.36631 1.73496
S 2.14290 -0.45559 -1.07392
C -0.21552 -1.59696 2.60719
H 1.30316 -5.10581 2.07469
C -0.11395 4.73197 -1.34790
C -6.30495 0.90729 -0.56633
C 1.68272 -2.59029 -2.65336
H -8.08944 -0.24838 -0.75303
O 4.81892 -4.57951 -3.39750
H 1.59008 0.74656 1.60776
C -1.66253 0.41977 -3.27895
H 0.70107 -3.28916 -0.71255
H -6.82702 1.85294 -0.53446
C 4.20157 -0.59755 1.86867
```

Calculated values
Energy above the lowest of the compared OMol25 structures with the same formula, charge and spin in eV: 0.158
Strongest force on any atom in eV Å⁻¹: 0.35
LUMO level in Eh: -0.22626
Net charge: +2
2S+1: 1
Calculated total energy in Ha: -6704.26833